A molecular structure, C6H9Cl2LaO6PTl in a non-equilibrium geometry. Source: the OMol25 dataset; level of theory: ωB97M-V with the def2-TZVPD basis set.

```
26
Properties=species:S:1:pos:R:3:forces:R:3
La -3.230 1.413 -6.433 -2.0 -3.5 3.9
Tl -0.214 0.013 -0.248 -0.7 1.5 -1.2
Cl -4.697 -0.616 -5.939 0.5 0.8 -0.4
Cl -0.028 2.464 0.386 -0.1 -0.7 -0.3
C 1.868 -0.265 0.681 6.0 -0.5 2.4
C -4.124 1.299 -8.800 -4.2 -1.4 -9.1
C -2.143 3.113 -7.704 6.5 9.0 -5.1
O 2.921 -0.296 1.132 -4.0 0.1 -1.7
O -4.605 1.143 -9.874 3.4 1.1 7.5
O -1.468 4.001 -8.095 -4.5 -5.8 2.5
C -1.884 0.107 4.353 0.4 1.3 1.1
O -2.287 -0.943 3.454 2.1 1.0 -2.5
P -1.522 -0.729 2.002 -4.8 -4.2 2.3
O -0.860 -2.265 1.931 0.0 3.0 -0.6
C 0.222 -2.373 2.969 0.4 -0.1 0.7
O -2.858 -0.434 1.074 3.6 0.4 1.1
C -3.564 -1.628 0.733 -0.8 -1.6 -0.4
H -2.150 1.086 3.920 -0.1 -0.3 0.4
H -0.791 0.055 4.503 -0.5 0.0 0.3
H -2.413 -0.073 5.281 0.0 0.1 0.1
H 0.913 -1.505 2.928 -0.5 -0.4 -0.1
H -0.219 -2.428 3.981 0.0 -0.1 -0.6
H 0.800 -3.276 2.760 -0.4 0.1 -0.2
H -2.916 -2.192 0.042 -0.6 -0.1 0.2
H -3.780 -2.215 1.645 0.0 0.2 -0.5
H -4.491 -1.320 0.246 0.2 0.0 0.1
```
Positions in Å, forces in eV/Å.

Its net charge is +4. For the electronic energy, the calculation gives -58491.346 eV. As for the HOMO-LUMO gap (alpha / beta): 0.21042 / 0.23742 Ha. The calculation puts the energy above the lowest of the compared OMol25 structures with the same formula, charge and spin at 0.818 eV. For the strongest force on any atom, the calculation gives 12.200 eV Å⁻¹.

Löwdin population analysis, charges in e, atoms 1 to 2: La 1.7918; Tl 0.8023


A molecular structure, C5H4AlNOS5 in a non-equilibrium geometry. Source: the OMol25 dataset; level of theory: ωB97M-V with the def2-TZVPD basis set.

```
17
Properties=species:S:1:pos:R:3:forces:R:3
Al 8.866 8.055 2.974 0.6 -0.5 -0.3
S 10.979 7.551 3.554 0.0 0.4 0.3
S 11.608 9.507 3.920 0.3 0.1 -0.2
S 10.964 10.433 2.201 -0.2 -0.1 0.4
S 8.895 10.282 2.491 0.1 -0.3 -0.3
O 7.315 7.895 3.701 0.8 3.7 1.1
N 6.572 6.837 3.691 0.8 -0.9 0.1
C 5.323 6.929 4.063 -5.1 0.0 0.0
C 4.435 5.849 3.969 0.7 3.3 0.4
C 4.996 4.634 3.599 -2.1 -2.1 0.5
C 6.290 4.551 3.218 3.2 1.6 -1.1
C 7.107 5.735 3.106 -2.6 -4.4 0.5
S 8.550 5.892 2.296 2.1 -0.1 -1.5
H 4.897 7.942 4.164 0.6 -0.5 0.2
H 3.361 6.116 4.023 0.8 -0.6 0.2
H 4.361 3.749 3.612 0.3 0.0 0.0
H 6.739 3.606 2.915 -0.1 0.2 -0.1
```
Positions in Å, forces in eV/Å.

Its net charge is -1. For the electronic energy, the calculation gives -69564.434 eV. Its expectation value of S² is 0.771. As for the HOMO-LUMO gap (alpha / beta): 0.15226 / 0.27223 Ha. The calculation puts the energy above the lowest of the compared OMol25 structures with the same formula, charge and spin at 0.195 eV. Its spin multiplicity is 2. For the strongest force on any atom, the calculation gives 5.150 eV Å⁻¹.

natural (NBO) population analysis, charges in e, atoms 1 to 2: Al 1.4138; S -0.4947


A single C6H13NO2 molecule in a non-equilibrium geometry. Source: the OMol25 dataset; level of theory: ωB97M-V with the def2-TZVPD basis set.

```
22
Properties=species:S:1:pos:R:3:forces:R:3
C -1.274 -0.299 -1.354 0.1 0.0 0.2
C -1.483 0.550 1.650 0.2 0.1 0.1
N -0.248 -0.625 -0.330 0.0 -0.3 0.3
C -0.744 -0.663 1.200 -0.4 -0.8 -0.7
O 0.198 -1.931 -0.620 -0.2 0.4 0.3
O -0.819 -1.785 1.667 0.3 0.9 -0.3
H -0.031 -2.406 0.218 0.0 0.0 -0.1
H -1.644 0.707 -1.196 0.0 0.0 0.0
H -2.068 -1.037 -1.250 0.0 0.0 0.0
H -0.816 -0.366 -2.335 0.0 0.0 0.0
H -0.960 1.473 1.388 0.1 -0.1 0.0
H -2.476 0.579 1.190 0.1 -0.1 0.0
H -1.608 0.475 2.728 0.0 0.0 0.0
C 2.286 -0.256 -0.478 -0.1 0.0 0.1
C 0.948 0.369 -0.101 -0.1 0.0 0.1
C 0.705 1.674 -0.612 -0.1 -0.2 -0.1
H 0.863 0.212 1.085 0.1 0.0 0.1
H 2.315 -0.505 -1.537 0.0 0.0 0.0
H 2.502 -1.152 0.102 0.0 0.0 0.0
H 3.058 0.487 -0.274 -0.1 0.0 0.0
H -0.259 2.155 -0.519 0.0 0.0 0.1
H 1.554 2.346 -0.621 0.0 0.0 0.0
```
Positions in Å, forces in eV/Å.

For the electronic energy, the calculation gives -12012.540 eV. As for the HOMO-LUMO gap (alpha / beta): 0.24098 / 0.24091 Ha. The calculation puts the energy above the lowest of the compared OMol25 structures with the same formula, charge and spin at 6.186 eV. For the strongest force on any atom, the calculation gives 1.107 eV Å⁻¹.

natural (NBO) population analysis, charges in e, atoms 1 to 2: C -0.4199; C -0.7382


A gas-phase ion, C12H19Br2OS (charge +1) in a non-equilibrium geometry. Source: the OMol25 dataset; level of theory: ωB97M-V with the def2-TZVPD basis set.

```
35
Properties=species:S:1:pos:R:3:forces:R:3
C -1.791 0.112 -1.541 -4.2 -0.3 2.5
O -0.479 -0.435 -1.937 -3.5 -8.7 4.5
C -0.322 -1.830 -1.546 -0.4 -0.2 -2.0
S 1.288 -2.108 -0.608 0.0 -0.2 0.2
C 1.488 -0.870 0.759 -0.5 2.2 0.7
C 0.464 -1.039 1.973 -2.4 -0.6 3.4
C -0.775 -1.976 1.977 0.3 1.6 2.4
C -1.790 -2.085 3.174 3.5 2.5 -0.1
C -1.510 -1.233 4.441 2.0 0.0 -2.7
C -0.256 -0.298 4.516 -0.9 -2.3 -3.6
C 0.717 -0.193 3.283 -1.9 -1.2 0.6
C 1.998 0.795 3.447 -0.5 -1.6 -0.2
H -2.600 -0.680 -1.357 1.5 0.5 -0.1
H -1.677 0.759 -0.587 -0.1 -1.3 -1.5
H -2.226 0.826 -2.331 0.3 -2.0 1.4
H -1.223 -2.297 -1.023 1.6 0.8 -0.2
H -0.184 -2.428 -2.533 0.1 0.8 1.7
H 2.278 -1.759 -1.546 -1.2 0.2 0.9
H 1.291 0.182 0.306 0.4 -1.8 0.5
H 2.600 -0.871 1.087 -1.9 -0.4 -0.6
H -0.992 -2.639 1.075 0.4 1.0 1.4
H -2.693 -2.793 3.046 1.7 1.4 0.4
H -2.235 -1.299 5.325 1.3 0.1 -1.5
H -0.059 0.315 5.466 -0.3 -1.1 -1.7
H 2.380 0.703 4.534 -0.8 0.4 -1.8
H 1.731 1.868 3.152 0.5 -1.6 0.5
H 2.838 0.363 2.781 -1.2 1.0 1.0
Br -0.219 1.288 -2.656 6.4 9.9 -6.1
C 0.500 2.772 -3.717 -0.5 0.6 0.5
C -0.077 2.776 -5.111 0.2 0.2 -0.1
Br 0.748 1.401 -6.221 -0.1 0.0 0.0
H 1.587 2.678 -3.699 -0.2 0.0 -0.1
H 0.210 3.677 -3.178 0.1 0.1 -0.3
H 0.143 3.718 -5.617 0.0 -0.1 0.0
H -1.153 2.600 -5.134 0.2 0.0 0.1
```
Positions in Å, forces in eV/Å.

Its net charge is +1. For the electronic energy, the calculation gives -165702.408 eV. As for the HOMO-LUMO gap: 0.29733 Ha. For the strongest force on any atom, the calculation gives 13.238 eV Å⁻¹.

natural (NBO) population analysis, charges in e, atoms 1 to 2: C -0.3554; O -0.6101


A molecular structure, C37H30AsBaF15GeINPS in a non-equilibrium geometry. Source: the OMol25 dataset; level of theory: ωB97M-V with the def2-TZVPD basis set.

```
89
Properties=species:S:1:pos:R:3:forces:R:3
Ba 0.695 -0.755 -0.091 0.6 -0.7 0.0
I 3.543 -3.182 -0.559 0.0 0.3 0.2
C 4.706 -1.504 0.027 0.7 -0.5 0.3
C 6.062 -1.671 0.275 0.6 -1.2 -0.5
C 6.866 -0.561 0.488 -0.5 -1.0 0.3
C 6.260 0.650 0.530 -0.9 1.9 0.4
C 4.865 0.713 0.404 -0.3 0.2 -0.3
N 4.080 -0.362 0.140 0.3 1.0 0.1
H 6.521 -2.666 0.255 -0.3 0.4 -0.1
H 7.906 -0.645 0.709 0.6 -0.3 -0.1
H 6.852 1.562 0.737 -0.6 -0.6 -0.2
H 4.333 1.669 0.457 0.2 -0.4 0.1
C -3.114 0.581 1.796 -0.3 0.2 0.5
C -3.604 -0.085 0.495 -0.7 1.0 0.1
As -2.489 -1.591 0.077 0.3 -1.3 0.6
C -3.250 -2.800 1.485 0.1 0.5 0.0
C -4.630 -3.335 1.113 0.0 0.0 1.0
C -3.231 -2.439 -1.543 -0.5 0.5 -0.8
C -4.293 -1.489 -2.149 1.0 -0.8 -2.0
H -3.700 1.481 2.096 0.4 -0.6 -0.6
H -2.057 0.857 1.769 0.0 0.3 -0.3
H -3.179 -0.074 2.666 -0.2 -0.2 -0.1
H -3.578 0.640 -0.336 0.0 -0.3 0.3
H -4.641 -0.433 0.607 0.2 0.2 0.0
H -3.309 -2.226 2.419 0.2 0.0 -0.3
H -2.564 -3.623 1.659 0.1 0.0 0.1
H -5.161 -2.630 0.469 -0.3 -0.1 0.4
H -5.188 -3.596 2.057 0.3 0.4 -1.1
H -4.500 -4.244 0.554 -0.2 -0.5 -0.3
H -3.668 -3.420 -1.358 0.0 0.1 0.4
H -2.465 -2.645 -2.314 0.0 0.4 0.6
H -5.074 -1.230 -1.464 -0.4 0.2 0.2
H -4.715 -1.983 -3.062 0.0 0.3 0.9
H -3.798 -0.600 -2.585 -0.3 -0.1 0.6
F -0.278 6.456 -0.356 -0.3 0.3 0.5
C 1.004 6.444 0.041 -0.3 0.3 -0.6
C 1.630 5.220 0.098 0.9 -0.1 -0.1
C 2.988 5.268 0.369 0.2 0.3 0.5
F 3.691 4.144 0.575 0.0 0.2 -0.3
C 3.673 6.482 0.575 -0.2 -2.4 0.0
F 4.956 6.472 0.860 0.7 -0.1 0.2
C 2.987 7.641 0.583 -0.1 1.2 -0.3
F 3.630 8.763 0.853 -0.1 0.3 0.0
C 1.654 7.640 0.248 -1.5 1.3 0.1
F 0.985 8.830 0.169 0.6 -1.2 0.0
Ge 0.584 3.602 -0.202 0.4 -0.8 -0.4
S 1.769 1.778 -0.359 0.0 0.9 0.1
C -0.614 3.608 1.329 0.3 -0.1 0.1
C -1.962 3.802 1.386 -1.2 -0.3 -0.5
F -2.718 3.743 0.277 0.1 0.1 -0.3
C -2.671 3.998 2.549 -0.1 0.7 0.6
F -3.959 4.303 2.531 -0.5 -0.3 -0.3
C -2.019 4.063 3.762 0.9 -0.1 -0.3
F -2.659 4.338 4.887 0.0 0.0 -0.1
C -0.639 3.896 3.755 -0.4 -0.3 -1.1
F 0.009 4.055 4.880 0.8 -0.1 0.8
C 0.022 3.631 2.543 -0.2 0.6 1.5
F 1.353 3.519 2.581 0.3 -0.1 0.2
C -0.416 3.605 -1.872 -1.2 -0.9 -0.8
C -0.317 4.601 -2.825 1.0 1.3 0.7
F 0.497 5.659 -2.597 0.0 -0.5 -0.2
C -1.005 4.672 -4.002 -1.6 -1.7 -0.7
F -0.879 5.658 -4.869 0.2 0.2 0.0
C -1.909 3.622 -4.274 1.1 1.1 0.1
F -2.582 3.597 -5.401 -0.3 0.1 -0.4
C -2.056 2.587 -3.378 -0.2 0.3 -0.6
F -2.950 1.640 -3.670 0.1 -0.3 0.2
C -1.305 2.567 -2.236 0.6 0.7 0.6
F -1.527 1.477 -1.461 0.4 0.0 0.6
C 0.271 -4.832 2.077 0.7 -0.3 -0.5
P 0.035 -4.602 0.279 0.2 0.6 -0.6
C -1.491 -5.549 -0.085 -0.9 0.3 0.5
C 1.260 -5.710 -0.530 -0.3 0.5 -0.3
C 1.508 -5.595 -1.901 0.0 0.0 -0.5
C 2.466 -6.376 -2.554 -0.8 0.9 0.7
C 3.209 -7.288 -1.825 -0.5 0.5 0.0
C 2.934 -7.457 -0.488 -0.9 1.6 -0.3
C 1.994 -6.633 0.160 0.9 -1.5 -0.2
H 1.250 -4.503 2.440 0.0 0.0 -0.3
H 0.141 -5.861 2.359 -0.2 -0.5 0.3
H -0.469 -4.225 2.549 -0.7 0.4 0.5
H -1.490 -6.497 0.432 0.1 -0.4 0.1
H -1.522 -5.738 -1.150 0.0 0.0 -0.3
H -2.453 -5.056 0.200 0.9 -0.1 -0.3
H 0.950 -4.875 -2.500 0.0 0.0 0.1
H 2.600 -6.179 -3.597 0.3 -0.2 -0.4
H 4.006 -7.817 -2.274 0.6 -0.6 -0.5
H 3.501 -8.154 0.037 0.7 -1.1 1.1
H 1.850 -6.796 1.201 -0.1 0.0 0.8
```
Positions in Å, forces in eV/Å.

Its net charge is +1. For the electronic energy, the calculation gives -227374.355 eV. As for the HOMO-LUMO gap: 0.29623 Ha. The calculation puts the energy above the lowest of the compared OMol25 structures with the same formula, charge and spin at 0.452 eV. For the strongest force on any atom, the calculation gives 2.432 eV Å⁻¹.

Löwdin population analysis, charges in e, atoms 1 to 2: Ba 1.1688; I 0.9823


A gas-phase ion, C4H11N2 (charge +1) in a non-equilibrium geometry. Source: the OMol25 dataset; level of theory: ωB97M-V with the def2-TZVPD basis set.

```
17
Properties=species:S:1:pos:R:3:forces:R:3
C 2.212 -0.073 0.439 -0.5 0.2 0.2
C 1.139 0.863 -0.206 1.7 0.5 -0.2
C -0.141 0.532 1.140 -1.3 0.3 0.6
N -0.427 0.597 -0.130 0.1 -0.9 -0.1
H 3.136 0.178 -0.073 0.1 0.0 0.0
H 2.348 0.086 1.510 0.0 0.0 -0.1
H 1.992 -1.118 0.248 0.0 -0.1 0.0
H 1.312 0.727 -1.269 -0.6 0.0 -0.3
H 1.336 1.906 0.015 -0.2 0.1 0.0
H -0.082 -0.405 1.681 -0.1 -0.3 0.2
H -0.162 1.462 1.701 0.7 0.1 0.1
C -0.816 -0.718 -0.757 -0.5 0.0 -0.5
N -2.200 -1.025 -0.537 0.4 0.4 0.7
H -0.206 -1.529 -0.363 0.1 -0.1 0.0
H -0.632 -0.596 -1.823 0.1 0.0 0.0
H -2.772 -0.187 -0.549 -0.1 -0.1 -0.4
H -2.343 -1.452 0.371 -0.1 -0.2 -0.1
```
Positions in Å, forces in eV/Å.

Its net charge is +1. For the electronic energy, the calculation gives -7296.667 eV. As for the HOMO-LUMO gap: 0.32063 Ha. The calculation puts the energy above the lowest of the compared OMol25 structures with the same formula, charge and spin at 4.281 eV. For the strongest force on any atom, the calculation gives 1.798 eV Å⁻¹.

natural (NBO) population analysis, charges in e, atoms 1 to 2: C -0.6338; C -0.2960


2 unconnected molecules or ions with the total composition C2H6OS in a non-equilibrium geometry. Source: the OMol25 dataset; level of theory: ωB97M-V with the def2-TZVPD basis set.

```
10
Properties=species:S:1:pos:R:3:forces:R:3
C 1.904 0.057 -1.862 -0.3 0.9 -0.4
O 1.943 -0.728 -0.971 0.1 -0.8 0.6
H 2.171 1.112 -1.702 0.2 0.2 0.0
H 1.549 -0.183 -2.873 0.0 -0.3 -0.2
C -1.388 -0.494 1.346 -0.4 -0.1 -0.2
S -1.622 1.126 0.534 0.6 -0.1 0.5
H -1.842 -0.543 2.331 0.2 0.3 0.2
H -0.331 -0.729 1.360 0.1 -0.1 0.1
H -1.903 -1.257 0.774 0.0 0.0 -0.3
H -0.480 1.639 1.064 -0.5 0.0 -0.3
```
Positions in Å, forces in eV/Å.

For the electronic energy, the calculation gives -15052.839 eV. The structure (SMILES) is C=O.CS. As for the HOMO-LUMO gap: 0.36333 Ha. The calculation puts the energy above the lowest of the compared OMol25 structures with the same formula, charge and spin at 0.593 eV. For the strongest force on any atom, the calculation gives 1.010 eV Å⁻¹.

natural (NBO) population analysis, charges in e, atoms 1 to 2: C 0.2908; O -0.4950


A single CH3N3O2S molecule in a non-equilibrium geometry. Source: the OMol25 dataset; level of theory: ωB97M-V with the def2-TZVPD basis set.

```
10
Properties=species:S:1:pos:R:3:forces:R:3
H -1.228 0.673 1.269 2.5 0.8 -1.3
N -0.337 1.151 0.828 -0.5 -3.6 -2.2
C 0.197 0.429 -0.213 -4.0 3.0 5.8
S -0.401 -1.089 -0.808 1.3 0.0 -3.1
N 1.149 1.078 -0.886 1.9 0.1 -1.3
N 1.915 2.131 -0.307 -0.1 0.5 -0.2
O 2.282 2.011 0.823 0.0 0.0 -0.2
O 2.135 3.043 -1.081 0.1 -0.5 0.3
H -0.934 -1.551 0.242 -0.9 -0.4 2.2
H 1.549 0.810 -1.769 -0.2 -0.1 -0.1
```
Positions in Å, forces in eV/Å.

For the electronic energy, the calculation gives -20481.306 eV. The structure (SMILES) is [H]/N=C(\S)N[N+](=O)[O-]. As for the HOMO-LUMO gap: 0.34802 Ha. The calculation puts the energy above the lowest of the compared OMol25 structures with the same formula, charge and spin at 4.274 eV. For the strongest force on any atom, the calculation gives 7.647 eV Å⁻¹.

natural (NBO) population analysis, charges in e, atoms 1 to 2: H 0.3461; N -0.6885